ORCA calculation (wB97M-V/def2-TZVPD) on a 3-piece molecular cluster, C4H14NO2 overall in a non-equilibrium geometry.

ΔE to the lowest compared entry with this formula, charge and spin: 2.414 eV
Lowest unoccupied orbital energy: -4.932 eV
Frontier orbital gap: 10.35 eV
Energy: -9952.347 eV
Total charge: +1

Last column: natural (NBO) charge in e.
Positions of all 21 atoms, in Å:
C1 1.170 1.969 -0.828  -0.636
C2 0.872 0.738 -1.668  -0.419
C3 0.903 -0.529 -0.813  -0.192
C4 -0.654 -1.108 1.154  0.163
N1 0.004 -0.326 0.384  -0.450
H1 1.682 2.786 -1.330  0.250
H2 0.359 2.470 -0.330  0.217
H3 1.834 1.716 -0.008  0.195
H4 -0.103 0.821 -2.144  0.230
H5 1.669 0.578 -2.394  0.240
H6 0.405 -1.353 -1.316  0.232
H7 1.847 -0.850 -0.386  0.237
H8 -1.358 -1.859 0.804  0.234
H9 -0.428 -1.177 2.216  0.223
H10 0.290 0.431 1.026  0.448
H11 0.523 2.089 2.898  0.496
H12 -0.910 1.619 2.998  0.492
O1 -0.018 1.293 2.828  -0.966
H13 -2.363 -3.729 -0.777  0.478
H14 -3.151 -2.799 -1.544  0.488
O2 -2.573 -2.782 -0.768  -0.959